(1)
Entry from the OMol25 dataset: C5H7NO in the gas phase at a distorted geometry (ωB97M-V/def2-TZVPD).

```
14
Properties=species:S:1:pos:R:3
C 1.410 -1.256 -0.051
C 0.099 -0.496 0.182
C -1.047 -1.237 -0.385
N -1.967 -1.799 -0.805
C 0.182 0.919 -0.355
C -0.630 1.901 0.038
O -1.692 1.789 0.871
H 1.372 -2.260 0.378
H 2.230 -0.702 0.417
H 1.617 -1.341 -1.121
H -0.081 -0.453 1.267
H 0.962 1.141 -1.077
H -0.485 2.930 -0.277
H -1.969 0.863 0.917
```

As for the electronic energy: -8835.05970 eV. The SMILES is C[C@H](C#N)/C=C\O. The value obtained for the highest occupied orbital energy is -9.5 eV. The value obtained for the energy relative to the best compared isomer or geometry (same formula, charge and spin) is 26.4 kcal/mol.

Results of the natural (NBO) charge analysis, in e, for atoms 1 through 6: C -0.580; C -0.367; C 0.277; N -0.325; C -0.325; C 0.186

=====

(2)
Entry from the OMol25 dataset: C5H7NO in the gas phase at a distorted geometry (ωB97M-V/def2-TZVPD).

```
14
Properties=species:S:1:pos:R:3
C 1.483 1.045 0.182
C 0.751 -0.088 0.853
O 1.128 -0.572 1.905
C -0.568 -0.465 0.228
C -1.307 0.431 -0.730
C -0.491 -1.946 0.037
N -1.303 -1.569 0.913
H 2.459 1.159 0.646
H 1.596 0.862 -0.885
H 0.929 1.973 0.318
H -1.574 1.366 -0.241
H -0.702 0.659 -1.608
H -2.212 -0.067 -1.073
H -0.189 -2.788 -0.544
```

As for the electronic energy: -8833.76431 eV. The SMILES is CC(=O)[C@@]1(C)C=N1. The value obtained for the highest occupied orbital energy is -9.6 eV. The value obtained for the energy relative to the best compared isomer or geometry (same formula, charge and spin) is 56.2 kcal/mol.

Results of the natural (NBO) charge analysis, in e, for atoms 1 through 6: C -0.718; C 0.561; O -0.540; C -0.084; C -0.633; C 0.092

=====

(3)
Entry from the OMol25 dataset: 2 unconnected molecules or ions with the total composition C5H7NO at a distorted geometry (ωB97M-V/def2-TZVPD).

```
14
Properties=species:S:1:pos:R:3
C 0.331 1.702 -1.926
C 0.394 0.287 -2.038
C 0.188 -0.602 -1.006
N 0.122 -0.133 0.346
C -0.031 1.208 0.417
C -0.036 2.079 -0.694
H 0.609 2.418 -2.774
H 0.673 -0.262 -2.914
H 0.436 -1.708 -0.974
H -0.182 1.778 1.347
H -0.269 3.157 -0.537
O -1.160 -3.296 3.678
H -0.443 -3.843 4.076
H -0.632 -2.785 2.998
```

As for the electronic energy: -8834.80270 eV. The SMILES is c1ccncc1.O. The value obtained for the highest occupied orbital energy is -9.8 eV. The value obtained for the energy relative to the best compared isomer or geometry (same formula, charge and spin) is 32.3 kcal/mol.

Results of the natural (NBO) charge analysis, in e, for atoms 1 through 6: C -0.178; C -0.262; C -0.010; N -0.405; C 0.024; C -0.252

=====

(4)
Entry from the OMol25 dataset: C5H7NO in the gas phase (ωB97M-V/def2-TZVPD).

```
14
Properties=species:S:1:pos:R:3
C 1.329 -0.557 -0.774
C -0.086 -0.824 -0.218
C -0.139 -0.500 1.254
C -0.612 0.741 1.385
N -1.029 1.251 0.144
C -0.903 0.301 -0.851
O -1.265 0.409 -2.002
H 1.380 -0.809 -1.834
H 2.101 -1.096 -0.225
H 1.548 0.512 -0.672
H -0.451 -1.818 -0.500
H 0.190 -1.149 2.056
H -0.714 1.351 2.273
H -1.349 2.188 -0.036
```

As for the electronic energy: -8835.97852 eV. The SMILES is C[C@H]1C=CNC1=O. The value obtained for the highest occupied orbital energy is -8.7 eV. The value obtained for the energy relative to the best compared isomer or geometry (same formula, charge and spin) is 5.2 kcal/mol.

Results of the natural (NBO) charge analysis, in e, for atoms 1 through 6: C -0.583; C -0.353; C -0.260; C -0.016; N -0.635; C 0.690

=====

(5)
Entry from the OMol25 dataset: C5H7NO in the gas phase at a distorted geometry (ωB97M-V/def2-TZVPD).

```
14
Properties=species:S:1:pos:R:3
C -0.313 -3.166 0.307
C 0.096 -2.056 0.552
O 0.533 -0.976 1.255
C 0.323 0.122 0.493
C 0.649 1.428 1.138
N -0.192 -0.177 -0.623
C -0.594 0.762 -1.628
H -0.612 -4.176 0.325
H -0.256 1.894 1.530
H 1.347 1.265 1.957
H 1.110 2.102 0.418
H 0.261 1.031 -2.253
H -1.017 1.683 -1.215
H -1.334 0.266 -2.256
```

As for the electronic energy: -8832.53109 eV. The SMILES is C#CO/C(C)=N/C. The value obtained for the highest occupied orbital energy is -9.0 eV. The value obtained for the energy relative to the best compared isomer or geometry (same formula, charge and spin) is 84.7 kcal/mol.

Results of the natural (NBO) charge analysis, in e, for atoms 1 through 6: C -0.343; C 0.305; O -0.474; C 0.562; C -0.701; N -0.470

=====

(6)
Entry from the OMol25 dataset: C5H7NO in the gas phase at a distorted geometry (ωB97M-V/def2-TZVPD).

```
14
Properties=species:S:1:pos:R:3
C 0.441 1.371 0.519
C 0.680 0.017 -0.170
C 1.368 0.258 -1.455
N 1.901 0.478 -2.457
C -0.580 -0.833 -0.410
C -1.382 -1.144 0.837
O -1.214 -0.641 1.922
H 1.382 1.927 0.567
H 0.069 1.206 1.530
H -0.288 1.973 -0.035
H 1.359 -0.572 0.458
H -1.252 -0.339 -1.127
H -0.305 -1.793 -0.870
H -2.178 -1.906 0.692
```

As for the electronic energy: -8835.41901 eV. The SMILES is C[C@H](C#N)CC=O. The value obtained for the highest occupied orbital energy is -10.4 eV. The value obtained for the energy relative to the best compared isomer or geometry (same formula, charge and spin) is 18.1 kcal/mol.

Results of the natural (NBO) charge analysis, in e, for atoms 1 through 6: C -0.600; C -0.320; C 0.288; N -0.324; C -0.503; C 0.447

=====

(7)
Entry from the OMol25 dataset: 2 unconnected molecules or ions with the total composition C5H7NO at a distorted geometry (ωB97M-V/def2-TZVPD).

```
14
Properties=species:S:1:pos:R:3
N 0.966 -0.554 1.722
C 1.089 0.135 0.707
C 1.320 0.539 -0.683
C 1.277 1.580 0.578
H 0.869 -1.583 1.808
H 0.391 0.484 -1.257
H 2.289 0.550 -1.172
H 2.188 2.113 0.642
H 0.520 2.405 0.632
C -2.012 -1.593 -0.382
C -2.230 -0.410 -0.886
O -2.520 0.648 -1.238
H -1.394 -2.314 -0.934
H -2.753 -2.000 0.464
```

As for the electronic energy: -8831.94581 eV. The SMILES is N=C1CC1.C=C=O. The value obtained for the highest occupied orbital energy is -9.0 eV. The value obtained for the energy relative to the best compared isomer or geometry (same formula, charge and spin) is 98.2 kcal/mol.

Results of the natural (NBO) charge analysis, in e, for atoms 1 through 6: N -0.601; C 0.309; C -0.492; C -0.489; H 0.359; H 0.226

=====

(8)
Entry from the OMol25 dataset: C5H7NO in the gas phase (ωB97M-V/def2-TZVPD).

```
14
Properties=species:S:1:pos:R:3
O 1.144 -1.048 0.981
C 0.083 -1.385 0.315
N -1.185 -0.784 0.879
C -0.875 0.642 1.127
C -0.035 1.296 0.081
C 0.158 -0.782 -1.090
C 0.310 -0.084 -2.079
H -0.145 -2.472 0.236
H -1.934 -0.860 0.186
H -0.308 0.674 2.066
H -1.835 1.168 1.224
H -0.497 1.903 -0.696
H 1.024 1.450 0.271
H 0.453 0.506 -2.964
```

As for the electronic energy: -8829.28780 eV. The value obtained for the highest occupied orbital energy (alpha / beta) is -8.2 / -8.2 eV. The value obtained for the energy relative to the best compared isomer or geometry (same formula, charge and spin) is 159.5 kcal/mol.

Results of the natural (NBO) charge analysis, in e, for atoms 1 through 6: O -0.775; C 0.199; N -0.583; C -0.367; C 0.055; C 0.049